{
  "formula": "C2H6S2",
  "method": "the ωB97M-V functional and the def2-TZVPD basis",
  "elements": ["C", "C", "H", "H", "H", "H", "S", "S", "H", "H"],
  "xyz": [[1.21532, 1.10732, -0.17413], [0.30000, 1.51901, 0.67641], [2.00556, 0.40327, 0.09831], [1.27639, 1.47308, -1.19960], [0.33499, 1.13246, 1.69106], [-0.57951, 2.12217, 0.50041], [-0.01796, -2.21815, -0.61650], [-1.48704, -1.48902, 0.61599], [-0.67085, -3.12053, -1.36895], [-2.37689, -0.92961, -0.22301]],
  "de_lowest_kcal_mol": 29.90,
  "total_charge": 0,
  "lumo_ev": 0.34
}

---

{
  "formula": "FH3N2",
  "method": "the ωB97M-V functional and the def2-TZVPD basis",
  "elements": ["N", "N", "F", "H", "H", "H"],
  "xyz": [[-0.30417, -0.80360, 0.03916], [0.41377, 0.14612, -0.53160], [1.48900, 0.44289, 0.26600], [-1.08360, -1.34357, -0.45820], [-0.33710, -0.85981, 1.13241], [-0.17791, 2.41797, -0.44776]],
  "de_lowest_kcal_mol": 88.62,
  "total_charge": 0,
  "lumo_ev": [0.35, 0.76]
}

---

{
  "formula": "C5H20FN10O5Tl",
  "method": "the ωB97M-V functional and the def2-TZVPD basis",
  "elements": ["Tl", "F", "C", "O", "N", "N", "H", "H", "H", "H", "C", "O", "N", "N", "H", "H", "H", "H", "C", "O", "N", "N", "H", "H", "H", "H", "C", "O", "N", "N", "H", "H", "H", "H", "C", "O", "N", "N", "H", "H", "H", "H"],
  "xyz": [[20.50790, -19.08467, -8.80923], [20.15748, -17.94487, -11.33564], [18.87000, -22.50480, -9.86701], [19.67563, -21.61870, -9.55028], [18.13961, -22.47068, -11.01240], [18.62474, -23.57391, -9.06203], [18.40580, -21.82437, -11.73252], [17.55267, -23.26536, -11.18870], [18.14863, -24.35265, -9.48281], [19.30102, -23.72113, -8.33242], [23.90648, -16.96082, -9.53440], [22.84091, -17.60087, -9.53843], [24.05449, -15.81871, -10.23743], [24.92635, -17.27278, -8.69977], [24.87590, -15.24338, -10.18451], [23.32936, -15.52869, -10.87055], [25.79862, -16.78091, -8.65048], [24.77778, -18.18403, -8.29814], [22.77948, -19.98073, -11.97272], [22.10118, -19.96948, -10.94428], [23.83376, -20.83404, -12.12574], [22.53280, -19.22964, -13.06763], [24.40960, -20.91225, -12.94224], [23.92905, -21.48566, -11.36575], [23.10010, -19.32507, -13.88882], [21.78112, -18.55934, -13.03292], [21.79595, -17.74658, -5.35455], [21.53538, -17.92099, -6.55786], [22.62952, -16.74503, -4.96858], [21.08418, -18.31242, -4.34672], [22.74161, -16.62118, -3.97975], [22.94898, -16.10069, -5.66744], [21.35369, -18.07755, -3.40654], [20.16661, -18.70992, -4.42674], [17.19515, -18.30590, -10.20071], [17.86750, -19.25767, -9.74104], [15.90698, -18.11263, -9.87553], [17.75445, -17.43551, -11.07308], [15.45039, -18.83966, -9.35058], [15.34576, -17.33546, -10.17530], [18.73998, -17.54653, -11.35488], [17.17402, -16.64186, -11.29271]],
  "de_lowest_kcal_mol": 0.00,
  "total_charge": 2,
  "lumo_ev": -11.33
}

---

> Number 2 is which compound?

FH3N2